{
  "formula": "C4H4NO3P",
  "method": "the ωB97M-V functional and the def2-TZVPD basis",
  "total_charge": 0,
  "max_force_ha_per_bohr": 0.043,
  "gap_ev": 9.3,
  "mol_weight_g_mol": 145.05,
  "e_above_lowest_kcal_mol": 0.0,
  "lumo_energy_ev": -0.355,
  "elements": ["C", "C", "C", "C", "N", "O", "O", "O", "P", "H", "H", "H", "H"],
  "xyz": [[-0.943, -2.621, 2.121], [0.633, 0.878, -0.675], [0.789, 2.164, -1.399], [-0.950, -1.316, 1.637], [-1.011, -3.679, 2.560], [-0.614, 0.554, -0.343], [-0.572, -1.893, -1.143], [1.504, 0.084, -0.382], [-0.463, -1.080, 0.045], [0.334, 2.050, -2.381], [1.837, 2.424, -1.508], [0.246, 2.949, -0.873], [-0.790, -0.514, 2.340]],
  "forces_ev_per_angstrom": [[-0.38, -0.66, 0.37], [0.62, 0.50, -0.19], [0.08, 0.13, 0.10], [1.10, 0.97, -1.66], [0.08, -0.48, 0.15], [-0.48, -0.84, 0.51], [0.23, -0.67, -0.29], [-0.02, -0.26, -0.04], [-1.05, 1.16, 1.18], [-0.05, -0.01, -0.07], [-0.04, -0.07, 0.05], [0.00, 0.00, -0.02], [-0.12, 0.22, -0.09]],
  "nbo_charge": [0.24, 0.81, -0.72, -0.94, -0.30, -0.72, -0.98, -0.57, 2.13, 0.26, 0.25, 0.25, 0.29]
}



{
  "formula": "C24H31N6O2PbS4",
  "method": "the ωB97M-V functional and the def2-TZVPD basis",
  "total_charge": 1,
  "max_force_ha_per_bohr": 0.008,
  "gap_ev": 6.8,
  "mol_weight_g_mol": 771.02,
  "e_above_lowest_kcal_mol": 24.5,
  "lumo_energy_ev": -4.152,
  "elements": ["Pb", "O", "C", "N", "C", "C", "C", "C", "C", "C", "N", "C", "C", "C", "C", "C", "N", "H", "H", "H", "H", "H", "H", "H", "H", "H", "H", "C", "C", "S", "C", "C", "S", "H", "H", "H", "H", "H", "H", "C", "C", "C", "N", "N", "C", "N", "S", "H", "H", "H", "H", "H", "H", "H", "O", "S", "C", "C", "C", "C", "H", "H", "H", "H", "H", "H", "H", "H"],
  "xyz": [[-0.446, -0.499, -0.636], [-0.708, -4.822, -1.835], [-0.797, -3.719, -1.302], [-0.081, -2.615, -1.574], [0.771, -2.721, -2.743], [0.448, -1.666, -3.775], [0.715, -1.878, -5.123], [0.436, -0.876, -6.034], [-0.107, 0.318, -5.577], [-0.346, 0.446, -4.223], [-0.076, -0.519, -3.341], [-1.820, -3.553, -0.191], [-2.545, -4.651, 0.246], [-3.464, -4.472, 1.266], [-3.631, -3.208, 1.814], [-2.868, -2.167, 1.315], [-1.984, -2.340, 0.334], [0.669, -3.710, -3.192], [1.832, -2.612, -2.475], [1.122, -2.827, -5.446], [0.630, -1.024, -7.087], [-0.353, 1.124, -6.254], [-0.777, 1.356, -3.820], [-2.369, -5.606, -0.226], [-4.047, -5.307, 1.630], [-4.342, -3.027, 2.607], [-2.964, -1.157, 1.697], [4.818, 0.803, -1.777], [3.337, 0.760, -1.539], [2.649, -0.513, -0.827], [2.547, 1.961, -2.014], [3.163, 2.761, -3.123], [1.132, 2.355, -1.356], [5.294, -0.095, -1.397], [5.256, 1.678, -1.292], [5.027, 0.897, -2.844], [4.153, 3.119, -2.838], [2.532, 3.607, -3.377], [3.295, 2.135, -4.010], [2.787, 1.460, 4.421], [1.472, 0.719, 4.656], [1.216, -0.307, 3.597], [0.820, -0.025, 2.409], [0.705, -1.133, 1.608], [1.048, -2.243, 2.202], [1.051, -3.437, 1.579], [1.498, -2.007, 3.851], [2.925, 2.241, 5.167], [2.791, 1.919, 3.433], [3.637, 0.780, 4.485], [0.631, 1.416, 4.643], [1.474, 0.240, 5.636], [0.922, -3.448, 0.579], [1.451, -4.249, 2.013], [-2.143, 1.407, 0.745], [-2.013, 2.172, 2.037], [-3.691, 2.567, 2.592], [-3.653, 4.023, 3.026], [-2.913, 4.749, 1.903], [-1.670, 3.912, 1.599], [-3.989, 1.863, 3.367], [-4.316, 2.424, 1.707], [-3.103, 4.126, 3.966], [-4.655, 4.415, 3.196], [-2.644, 5.769, 2.176], [-3.550, 4.804, 1.019], [-0.803, 4.225, 2.180], [-1.393, 3.881, 0.545]],
  "forces_ev_per_angstrom": [[-0.28, -0.16, -0.01], [0.04, 0.08, -0.03], [-0.22, -0.10, 0.15], [0.21, 0.01, 0.13], [0.08, -0.03, -0.08], [0.02, 0.02, 0.01], [0.02, -0.02, -0.03], [0.00, 0.02, 0.03], [0.00, -0.02, 0.00], [-0.02, 0.04, -0.01], [0.07, 0.02, 0.06], [0.10, -0.01, -0.02], [0.01, 0.04, -0.01], [-0.02, -0.02, 0.01], [0.03, 0.02, -0.02], [-0.05, 0.01, 0.04], [0.04, 0.18, 0.01], [0.00, 0.01, 0.01], [-0.07, 0.01, 0.01], [0.01, 0.00, 0.00], [0.00, 0.00, -0.01], [0.00, 0.01, 0.00], [0.00, 0.00, 0.01], [0.00, -0.01, 0.00], [0.00, 0.00, 0.00], [0.00, 0.00, 0.01], [0.00, 0.01, -0.01], [-0.02, 0.00, 0.08], [0.06, 0.33, -0.14], [-0.04, -0.15, -0.03], [0.29, -0.30, -0.09], [-0.07, -0.03, -0.04], [-0.14, 0.20, 0.18], [0.00, 0.01, 0.00], [-0.01, 0.02, 0.01], [0.00, -0.03, -0.02], [0.01, 0.03, 0.01], [0.00, 0.00, 0.00], [0.01, -0.03, 0.00], [0.01, 0.01, 0.01], [-0.07, -0.02, 0.02], [-0.01, 0.15, 0.05], [-0.10, -0.10, 0.03], [0.01, 0.08, -0.21], [0.08, -0.08, -0.11], [-0.08, -0.07, 0.05], [0.07, -0.06, 0.04], [0.00, 0.00, 0.01], [0.00, 0.01, -0.01], [0.01, -0.01, -0.01], [0.03, 0.02, -0.02], [0.00, 0.00, 0.00], [-0.03, 0.02, -0.08], [0.01, 0.01, 0.02], [0.00, -0.09, 0.12], [0.09, -0.14, -0.08], [-0.08, 0.05, -0.03], [0.03, 0.02, 0.04], [-0.01, -0.01, -0.03], [0.00, 0.05, -0.02], [0.01, 0.01, 0.02], [-0.01, -0.01, 0.02], [-0.01, -0.01, 0.01], [0.00, 0.00, -0.03], [0.00, 0.00, 0.00], [-0.01, -0.01, 0.01], [-0.01, 0.00, 0.03], [0.02, 0.03, 0.00]],
  "nbo_charge": [1.41, -0.65, 0.60, -0.84, -0.29, 0.24, -0.24, -0.14, -0.26, 0.05, -0.51, 0.13, -0.21, -0.14, -0.24, 0.05, -0.52, 0.25, 0.21, 0.23, 0.23, 0.23, 0.20, 0.26, 0.23, 0.23, 0.21, -0.68, -0.13, 0.15, -0.14, -0.68, 0.16, 0.25, 0.24, 0.24, 0.24, 0.25, 0.24, -0.59, -0.45, 0.06, -0.26, -0.45, 0.25, -0.79, 0.38, 0.22, 0.22, 0.21, 0.23, 0.22, 0.43, 0.41, -1.01, 1.23, -0.60, -0.41, -0.41, -0.60, 0.24, 0.24, 0.21, 0.24, 0.23, 0.22, 0.23, 0.25]
}



{
  "formula": "C4H6F3N2O3",
  "method": "the ωB97M-V functional and the def2-TZVPD basis",
  "total_charge": 1,
  "max_force_ha_per_bohr": 0.061,
  "gap_ev": [7.7, 8.3],
  "mol_weight_g_mol": 187.10,
  "e_above_lowest_kcal_mol": 100.9,
  "lumo_energy_ev": [-6.383, -5.718],
  "elements": ["C", "C", "C", "C", "N", "N", "O", "O", "O", "F", "F", "F", "H", "H", "H", "H", "H", "H"],
  "xyz": [[-1.368, -1.634, -0.544], [-1.438, 0.309, 1.373], [-1.267, -0.478, 0.163], [0.541, 0.935, -1.774], [2.605, 0.118, 1.441], [1.062, 0.315, -0.562], [2.461, -0.994, 1.327], [3.139, 0.902, 2.088], [1.679, 1.096, 0.283], [0.444, -0.004, -2.703], [1.327, 1.924, -2.186], [-0.746, 1.427, -1.641], [-0.316, -1.832, -0.383], [-1.554, -1.464, -1.613], [-2.134, -2.284, -0.321], [-1.179, 1.401, 1.153], [-0.792, -0.064, 2.147], [-2.466, 0.325, 1.752]],
  "forces_ev_per_angstrom": [[-0.74, 1.06, -1.75], [-0.38, 1.51, -1.65], [0.50, 2.61, 1.66], [-0.17, 1.31, -0.08], [-0.12, 2.83, -0.14], [-0.24, -0.61, 1.02], [-0.70, -2.97, -0.80], [0.50, 0.70, 0.47], [-0.72, -0.57, -1.05], [0.28, -0.13, 0.18], [-0.43, -0.39, 0.08], [1.22, -0.16, 0.33], [1.04, -1.18, -0.18], [0.86, 0.32, -0.28], [-1.26, -2.15, 1.43], [-0.03, -1.37, 0.30], [0.45, -0.35, 0.49], [-0.05, -0.46, -0.03]],
  "nbo_charge": [-0.85, -0.84, 0.70, 1.02, 0.75, -0.15, -0.18, -0.16, -0.29, -0.29, -0.28, -0.33, 0.37, 0.33, 0.28, 0.30, 0.31, 0.31]
}